1.
Formula: C8H13N5O2
Source: OMol25
Level of theory: ωB97M-V/def2-TZVPD

```
28
Properties=species:S:1:pos:R:3:forces:R:3
C -3.088999 0.719783 -1.384727 0.423 1.408 0.148
C -1.725130 0.851420 -1.238752 0.944 -0.688 -1.578
C -2.725594 0.879799 0.722152 -2.379 0.125 -1.989
C -1.350340 0.881382 2.260017 1.093 2.126 -0.995
C 0.731132 -3.031401 -1.074894 1.677 1.459 1.088
C 2.032067 0.624030 0.899835 -2.698 -0.922 2.941
C -0.150556 -2.034225 -0.153607 -0.066 -1.454 -3.160
C 2.009049 1.608877 -0.196332 1.736 -0.156 0.380
N -3.695668 0.891124 -0.188765 -0.751 -0.889 1.508
N -2.613871 0.979376 2.080306 -0.551 -0.774 0.256
N -1.524427 0.861948 0.097930 -0.688 -0.258 0.890
N -0.621743 1.022918 1.049506 4.167 -1.160 1.749
N 0.764494 -0.196656 1.040158 -2.128 0.767 -0.539
O 3.339652 2.166212 -0.095071 -2.208 2.108 1.081
O 0.497051 -0.797382 -0.162893 1.710 1.298 0.021
H -3.663976 0.716145 -2.298290 0.141 -0.134 0.007
H -0.904557 0.850995 -1.941480 -0.185 -0.080 0.080
H -0.794417 1.177137 3.132553 -0.080 -0.693 0.495
H 1.296008 -2.472588 -1.947694 -1.384 -1.133 1.740
H 1.532138 -3.492033 -0.359200 -1.246 0.818 -1.476
H 0.112732 -3.842793 -1.430936 -0.098 -0.100 -0.288
H 2.771032 -0.182054 0.851479 0.227 0.417 -0.258
H 2.098623 1.134377 1.934113 0.138 -0.740 -1.704
H -0.137182 -2.513957 0.783721 -0.522 -0.016 1.426
H -1.169853 -1.875495 -0.623417 0.998 -0.367 0.863
H 1.320687 2.399516 0.026657 -0.588 0.192 -0.368
H 1.868930 1.056145 -1.130926 -0.282 0.671 -0.159
H 3.792712 1.617408 -0.651432 2.601 -1.824 -2.160
```
Positions in Å, forces in eV/Å.

## Properties
* energy relative to the best compared isomer or geometry (same formula, charge and spin): 7.9 kcal per mole



2.
Formula: C2H5N3O
Source: OMol25
Level of theory: ωB97M-V/def2-TZVPD

```
11
Properties=species:S:1:pos:R:3:forces:R:3
C 1.497228 -0.425477 -1.852435 1.152 0.599 -0.686
C 0.049220 0.335859 -0.142968 3.245 -0.100 2.013
N 2.108949 -1.167588 -2.488326 -0.195 -0.541 0.048
N -0.479856 -0.928438 -0.310450 -2.167 0.648 0.547
N 0.951537 0.601690 -1.226996 -0.652 1.294 0.621
O -0.890347 1.327972 0.004267 1.027 0.432 0.469
H 1.030138 0.343034 1.132912 -2.542 0.335 -2.761
H 0.068592 -1.743426 -0.469003 0.714 -0.188 0.131
H -1.083514 -0.978241 0.485599 -0.485 -1.239 0.278
H 1.470852 1.472675 -1.108297 0.028 -0.647 -0.379
H -1.802581 1.053858 -0.088158 -0.125 -0.593 -0.280
```
Positions in Å, forces in eV/Å.

## Properties
* energy relative to the best compared isomer or geometry (same formula, charge and spin): 80.4 kcal per mole



no.,molar mass (g mol⁻¹),HOMO (eV),lowest unoccupied orbital energy (eV)
1,211.2,-8.4,-0.19
2,87.1,-9.3,0.62